(1)
68
Properties=species:S:1:pos:R:3:forces:R:3 method="wB97M-V/def2-TZVPD" charge=+1 lumo_energy_ev="-2.49 / -8.05" e_homo_ev="-11.65 / -11.62" multiplicity=2 gap_ha="0.3367 / 0.1311"
C 3.0595 -0.6440 0.0586 0.1 1.9 -1.1
C 3.5510 -0.4756 1.4903 -1.3 -1.1 0.0
C 3.4838 -1.8589 2.2240 0.4 0.7 0.2
O 2.1164 -2.3171 2.3678 0.7 1.2 -0.3
C 1.8587 -3.0579 3.5506 1.2 0.2 0.0
N 4.8267 0.2359 1.4430 0.3 -1.2 0.1
H 2.3329 -1.3690 -0.3082 0.3 -0.5 0.8
H 3.9101 -0.5720 -0.6192 0.3 -0.8 0.0
H 2.6013 0.3103 -0.2011 -0.5 0.3 -0.1
H 2.8725 0.1924 2.0210 -0.7 -0.3 0.3
H 3.9923 -1.7055 3.1759 -0.3 -0.2 0.5
H 4.0832 -2.6051 1.7026 -0.1 -0.1 -0.3
H 2.6321 -3.8226 3.6230 -0.5 -0.8 -0.1
H 0.8210 -3.3914 3.5435 0.3 -0.2 -0.1
H 2.0576 -2.5007 4.4661 -0.3 0.7 0.1
H 4.6932 1.1050 0.9461 0.1 0.1 0.1
H 5.1656 0.4216 2.3762 0.1 0.2 0.0
C 0.6444 2.7088 2.5318 0.6 0.3 0.7
C -0.1467 2.2824 1.2946 2.1 0.0 -0.4
C -1.6877 2.5454 1.2965 0.3 -1.0 -1.1
O -2.2684 1.8567 0.1620 -0.9 1.2 2.7
C -3.7122 1.7632 0.4390 0.2 -0.9 -1.8
N 0.3946 3.0269 0.1574 -3.3 0.9 1.0
H 1.6676 2.3868 2.3386 0.0 -0.2 0.3
H 0.3310 2.3231 3.5019 -0.3 -0.6 -0.4
H 0.7618 3.7708 2.7476 -0.5 0.3 -0.6
H 0.2112 1.2922 1.0126 -1.1 -0.6 0.6
H -1.9170 3.6110 1.2939 0.1 0.3 -0.2
H -2.0545 2.1622 2.2487 0.0 -0.3 0.1
H -4.0141 1.0762 -0.3516 -0.4 0.1 0.0
H -4.2628 2.6958 0.3150 0.4 0.3 0.0
H -4.0376 1.2980 1.3695 0.8 0.0 0.4
H 0.0332 2.7874 -0.7548 0.9 -1.2 -1.9
H -0.0377 3.9387 0.2006 1.1 1.5 0.4
C -0.9393 -1.3355 0.6959 1.3 -0.1 0.7
C -1.4691 -2.4808 -0.1933 2.0 1.0 3.7
C -2.0148 -3.6652 0.6928 2.1 0.6 0.5
O -2.6477 -4.6878 0.0200 -2.3 -0.1 0.2
C -1.9794 -5.3432 -0.9972 1.0 0.2 -1.0
N -2.5065 -1.8433 -0.8707 -1.7 -1.0 -2.1
H 0.0658 -1.5507 1.0586 0.0 0.0 0.4
H -1.5807 -1.0231 1.5200 -0.3 -0.7 0.4
H -0.8759 -0.3697 0.1947 0.1 -0.3 -0.9
H -0.6111 -2.7551 -0.8072 -0.3 -0.3 -0.4
H -2.6456 -3.2374 1.4720 -0.8 0.0 -0.4
H -1.2359 -4.1053 1.3156 0.8 0.0 -0.1
H -2.6517 -5.8806 -1.6660 -0.4 0.2 0.4
H -1.2363 -6.0665 -0.6615 0.2 0.0 0.4
H -1.4742 -4.5919 -1.6042 0.3 -0.2 -0.4
H -2.9391 -2.7059 -1.1687 -1.6 0.3 -1.2
H -3.1306 -1.4729 -0.1682 -0.3 0.2 0.1
C 1.1048 0.5903 -2.7589 -0.3 -0.7 0.0
C -0.3918 1.0053 -2.5875 2.6 -1.9 0.0
C -0.6154 2.2604 -3.4002 0.4 0.2 0.2
O -0.0952 3.3390 -2.6131 -0.5 1.0 -0.2
C -0.2906 4.6869 -3.1810 -0.5 -1.3 1.5
N -1.2914 -0.0938 -3.0300 -0.4 2.4 -0.2
H 1.8692 1.3358 -2.5402 -0.3 0.5 -0.1
H 1.2137 0.2411 -3.7857 0.1 0.2 -0.1
H 1.4098 -0.2634 -2.1536 -0.5 -0.1 0.2
H -0.5385 1.2167 -1.5283 -0.4 0.2 0.3
H -1.6707 2.3369 -3.6619 -0.2 0.5 0.1
H -0.0063 2.2683 -4.3041 -0.3 -0.4 -0.3
H -0.1461 4.7155 -4.2610 0.3 0.0 0.2
H 0.3494 5.3211 -2.5677 0.3 0.1 -0.6
H -1.3066 4.9843 -2.9212 -0.2 0.1 -0.4
H -1.5859 -0.7844 -2.3544 1.1 -0.7 0.8
H -2.0995 0.4840 -2.8477 -1.5 -0.2 -1.1

=====

(2)
86
Properties=species:S:1:pos:R:3:forces:R:3 method="wB97M-V/def2-TZVPD" lumo_energy_ev=-0.37 smiles="C[N+](=O)[O-].C[N+](=O)[O-].C[N+](=O)[O-].C[N+](=O)[O-].C[N+](=O)[O-].C[N+](=O)[O-].C[N+](=O)[O-].C[N+](=O)[O-].CCOCC.CCOCC" e_homo_ev=-9.71 gap_ha=0.3435
C 15.3442 -20.3390 -3.0746 -0.3 -0.9 0.1
N 16.2663 -21.0442 -4.0116 2.8 0.1 -1.0
O 15.9697 -22.0501 -4.6541 -0.5 1.3 1.2
O 17.3829 -20.4984 -4.1145 -1.6 -0.7 0.1
H 15.9268 -19.7565 -2.3608 0.0 0.1 -0.6
H 14.8127 -21.1050 -2.5099 -0.3 0.1 -0.4
H 14.7021 -19.7530 -3.7321 -0.1 0.0 0.4
C 18.9460 -16.1626 -6.5617 -0.8 1.1 -0.8
N 18.3688 -15.1841 -5.5585 1.0 1.8 -1.0
O 18.0797 -15.6111 -4.4834 -0.5 -0.5 1.0
O 18.2636 -13.9876 -5.8919 0.1 -2.0 0.1
H 19.6828 -15.6305 -7.1634 0.3 -0.1 0.5
H 18.1210 -16.2625 -7.2669 -0.1 -0.6 0.1
H 19.2582 -17.1022 -6.1059 -0.1 0.4 0.0
C 19.7905 -20.4836 4.3660 0.3 -0.9 0.2
N 20.7056 -21.3350 3.4958 1.0 -0.4 1.2
O 20.6833 -21.1282 2.3045 -0.1 -0.2 0.1
O 21.4837 -22.1135 4.0740 -1.4 1.2 -0.9
H 20.3445 -19.5625 4.5469 -0.3 0.1 -0.3
H 19.6639 -21.0080 5.3131 0.1 0.0 -0.2
H 18.8228 -20.3824 3.8745 0.4 0.3 -0.2
C 23.1333 -25.3557 -0.9582 2.4 1.4 0.6
N 23.1248 -26.8305 -0.6644 -1.0 1.2 1.3
O 22.3524 -27.4257 -1.3586 -0.4 -1.1 -1.0
O 23.7155 -27.3011 0.2939 0.3 0.6 -0.7
H 23.7108 -25.1687 -1.8635 -0.8 -0.5 -0.6
H 23.8084 -24.8206 -0.2903 -0.1 -0.6 0.8
H 22.2013 -24.7950 -0.8865 -0.3 -1.0 -0.4
C 29.0939 -19.4460 -3.0988 -0.8 -1.0 -0.4
N 29.3436 -18.0042 -2.8556 -0.3 -0.9 -1.6
O 30.2040 -17.7269 -2.0907 1.5 0.3 1.9
O 28.7517 -17.2067 -3.5313 -1.0 0.6 -0.5
H 30.0373 -19.9787 -3.2183 0.0 0.3 0.4
H 28.5021 -19.6077 -3.9998 0.1 0.6 0.0
H 28.4780 -19.8572 -2.2990 0.4 0.2 0.3
C 25.5121 -17.0163 1.9721 -0.6 -1.3 -0.3
N 24.5348 -17.4466 3.0411 -2.0 -0.4 3.4
O 24.8757 -17.7523 4.2201 0.5 1.0 -3.3
O 23.3315 -17.5132 2.7370 2.1 0.3 -0.5
H 26.4186 -16.4962 2.2818 -0.6 0.1 0.5
H 24.9055 -16.5391 1.2024 0.2 0.2 0.3
H 25.7953 -17.9915 1.5761 0.3 0.1 -0.2
C 22.2334 -19.9371 -2.6673 -0.2 0.3 1.4
N 23.7108 -20.2146 -2.5579 -0.8 -0.3 -3.6
O 24.4033 -19.3498 -2.0610 0.1 -1.2 0.3
O 24.0523 -21.1226 -3.3522 0.5 1.2 2.2
H 22.0153 -19.2897 -1.8179 -0.2 0.1 -0.3
H 21.6177 -20.8345 -2.6059 0.5 -0.1 -0.2
H 22.0906 -19.4235 -3.6180 0.1 -0.1 0.2
C 18.8948 -26.1965 -5.5982 -1.0 -1.2 0.1
N 19.5840 -25.4025 -4.5977 2.5 1.8 0.0
O 20.6338 -24.8223 -4.9194 -1.3 -0.7 0.1
O 19.1391 -25.4057 -3.4733 -0.2 -0.1 -0.1
H 17.8711 -26.2103 -5.2240 0.0 -0.2 -0.5
H 19.3328 -27.1856 -5.4639 -0.2 -0.1 -0.1
H 18.9744 -25.9238 -6.6505 0.3 0.6 0.5
C 23.1573 -19.6908 -8.8379 -0.4 -0.2 0.8
C 22.0415 -20.7172 -9.0434 0.4 0.2 -1.2
O 20.7692 -20.1399 -8.8494 0.0 0.3 0.4
C 19.6254 -20.8644 -9.2885 -0.6 0.9 0.7
C 19.3526 -20.6505 -10.7663 1.0 -0.1 -0.5
H 24.1240 -20.1623 -9.0149 0.0 -0.1 0.0
H 23.0909 -18.7994 -9.4617 -0.3 -0.2 -0.2
H 23.1405 -19.3548 -7.8011 0.1 0.1 0.1
H 22.1458 -21.0531 -10.0751 -0.2 -0.2 -0.3
H 22.2103 -21.6101 -8.4414 -0.2 0.0 0.5
H 19.6406 -21.8788 -8.8901 0.4 -0.5 -0.7
H 18.7881 -20.4663 -8.7154 0.0 0.4 0.1
H 20.2582 -20.9651 -11.2849 -0.3 -0.7 -0.5
H 19.3247 -19.6158 -11.1080 -0.3 0.4 0.8
H 18.4349 -21.0977 -11.1482 0.3 -0.4 0.1
C 28.5529 -24.0670 -7.3546 -0.8 0.4 -0.2
C 27.7786 -24.9404 -6.4077 1.0 -0.6 0.2
O 28.6117 -25.2875 -5.3033 -1.2 0.8 -0.2
C 27.8972 -26.0069 -4.2992 1.4 0.5 -0.7
C 29.0148 -26.4488 -3.3049 -2.2 -0.3 -0.4
H 28.4668 -23.0522 -6.9662 0.3 0.1 -0.1
H 29.5997 -24.2856 -7.5653 -0.2 -0.4 0.1
H 27.9266 -24.1143 -8.2454 0.5 0.3 -0.5
H 26.8706 -24.3696 -6.2133 -0.2 0.1 1.0
H 27.4072 -25.8608 -6.8582 0.2 -0.3 -0.3
H 27.1126 -25.3793 -3.8766 0.2 0.4 0.6
H 27.2919 -26.7399 -4.8326 0.4 -1.0 0.3
H 29.2297 -25.5942 -2.6634 0.2 -0.3 0.0
H 29.9007 -26.8507 -3.7967 -0.2 0.3 -0.2
H 28.5416 -27.2646 -2.7585 0.4 0.0 0.6

=====

(3)
71
Properties=species:S:1:pos:R:3:forces:R:3 method="wB97M-V/def2-TZVPD" lumo_energy_ev="0.24 / 0.02" e_homo_ev="-6.23 / -8.66" multiplicity=4 gap_ha="0.2376 / 0.3191"
Ti 0.0701 -3.9084 0.1867 -0.2 1.6 -0.4
O -0.7314 -1.9189 -0.1010 0.3 -0.8 0.0
H -1.4476 -1.2799 -0.2832 0.4 -1.0 0.4
C -2.8143 -1.5420 -2.6662 -1.4 -0.7 -0.9
C -1.8514 -2.2982 -3.6226 -0.2 2.0 0.0
C -1.4293 -1.4601 -4.8314 -0.6 0.7 -0.3
O -0.6800 -0.2645 -4.4711 -0.3 -1.0 -0.4
C -0.9003 0.7477 -5.4181 -0.2 1.2 0.0
N -0.6313 -2.5082 -2.8633 0.4 -0.5 -0.7
H -3.6811 -1.0590 -3.1173 0.1 0.2 -0.7
H -2.3304 -0.7666 -2.0724 0.2 -0.3 0.0
H -3.3529 -2.2855 -2.0785 0.5 0.0 0.7
H -2.2496 -3.1940 -4.0993 -0.4 -0.3 0.5
H -2.2844 -1.0998 -5.4033 -0.3 -0.3 0.0
H -0.8646 -2.1227 -5.4873 0.5 0.2 -0.1
H -1.9354 1.0890 -5.4016 -0.4 -0.4 -0.2
H -0.6143 0.5262 -6.4463 0.0 -0.5 0.0
H -0.3762 1.6682 -5.1610 0.5 -0.3 0.4
H -0.1159 -1.7269 -3.2427 1.2 -0.1 0.7
H -0.8261 -2.2500 -1.9065 0.3 -0.2 0.3
C -2.5205 -1.2611 2.5391 -3.3 0.3 0.2
C -1.4072 -0.3241 2.8540 -1.9 -2.2 -0.9
C -1.5503 0.1231 4.2980 1.1 2.3 0.0
O -2.6929 0.8984 4.6301 -0.3 0.8 -1.7
C -2.6377 2.2345 4.0888 -0.6 0.5 1.4
N -0.2529 -1.1297 2.5912 2.1 0.0 0.7
H -2.5834 -2.0890 3.2453 0.1 -0.1 0.2
H -2.6664 -1.6804 1.5436 0.8 0.2 -0.2
H -3.4155 -0.6545 2.6771 -0.7 -0.3 0.2
H -1.5420 0.4478 2.0963 0.6 0.8 0.5
H -0.7079 0.8139 4.3333 0.6 0.1 0.8
H -1.4749 -0.5624 5.1421 0.2 -0.7 -0.7
H -3.5306 2.7537 4.4372 -0.2 -0.3 0.2
H -2.6278 2.4767 3.0261 0.3 -1.1 -0.4
H -1.8231 2.7875 4.5565 0.4 -0.1 0.0
H -0.5076 -1.9993 3.0373 0.6 -0.4 0.8
H -0.3761 -1.4532 1.6423 0.3 0.5 -0.7
C -1.9610 1.9612 -0.4021 -0.1 0.5 -0.4
C -0.4912 2.0299 -0.9011 0.0 -0.5 2.1
C 0.5313 2.2755 0.3203 -0.8 -0.2 -1.8
O 0.4175 3.5795 0.8386 -0.3 0.6 0.3
C 1.3189 3.8710 1.8933 0.0 -1.2 0.9
N -0.1314 0.7917 -1.5945 0.8 1.2 -0.5
H -2.6602 2.0745 -1.2306 0.1 0.4 -0.3
H -2.1860 2.7452 0.3209 0.0 0.0 0.1
H -2.3077 1.0026 -0.0161 0.7 -0.3 0.5
H -0.3643 2.9327 -1.4985 -0.1 -0.3 -0.6
H 1.5412 2.2062 -0.0837 0.1 -0.6 0.0
H 0.2909 1.4660 1.0095 0.4 0.1 0.7
H 1.1983 3.1337 2.6870 -0.6 -0.1 0.4
H 1.1693 4.8522 2.3440 -0.3 0.0 -0.6
H 2.3815 3.7015 1.7194 0.2 0.4 -1.1
H -0.2030 -0.0847 -1.0977 -0.2 0.2 0.2
H -0.5003 0.7372 -2.5331 0.0 -0.2 0.1
C 4.3663 -2.4884 0.9729 -0.5 -0.6 0.3
C 2.9901 -1.8028 0.8309 2.7 0.6 2.2
C 3.1672 -0.3209 0.4353 0.5 0.5 0.2
O 3.8428 0.5924 1.4097 -1.6 -3.0 -1.4
C 4.8306 1.3518 0.7848 -0.1 1.2 1.5
N 2.2068 -2.5441 -0.1204 -0.9 0.2 0.7
H 4.2528 -3.5612 0.8170 -0.3 -0.1 -0.1
H 4.7123 -2.4317 2.0050 0.5 0.5 -0.3
H 5.0943 -2.1870 0.2197 0.2 0.4 0.2
H 2.5782 -1.7721 1.8396 -0.7 -0.4 -0.2
H 2.2044 0.1215 0.1794 -0.1 0.0 0.0
H 3.7805 -0.3664 -0.4646 0.1 0.4 -0.3
H 4.4095 2.0059 0.0213 0.2 -0.2 -0.5
H 5.7348 0.8120 0.5035 -0.1 -0.2 -0.4
H 5.0655 1.9931 1.6343 0.7 0.5 -0.3
H 1.3715 -1.9765 -0.1084 -0.7 0.4 -1.2
H 2.7115 -2.4301 -0.9878 -0.5 -0.2 -0.7